Entry 1:
Computed, not measured: 3 unconnected molecules or ions with the total composition C34H68Br3N4OSi at a distorted geometry, with wB97M-V/def2-TZVPD.

Atoms and positions in Å:
C 5.044 -2.648 -2.150
C 5.269 -1.484 -3.119
C 3.949 -0.954 -3.670
C 4.038 0.437 -4.307
C 4.570 1.531 -3.392
C 3.863 1.590 -2.018
C 3.617 3.002 -1.499
C 2.368 3.058 -0.616
C 1.115 3.252 -1.486
C -0.173 2.739 -0.765
C -0.969 1.851 -1.659
C -1.289 2.252 -2.970
C -2.006 1.406 -3.795
Si -2.416 1.984 -5.584
C -1.932 3.788 -5.753
C -4.225 1.788 -5.999
C -1.281 0.990 -6.707
C -2.373 0.145 -3.270
C -3.148 -0.861 -4.083
Br -2.239 -2.590 -3.825
C -4.675 -0.919 -3.741
C -5.242 -2.223 -3.233
Br -5.219 0.513 -2.526
N -2.070 -0.211 -2.042
N -1.401 0.644 -1.286
C -1.072 0.144 0.065
C -2.039 -0.976 0.429
O -1.830 -2.105 0.292
Br -3.689 -0.308 1.179
H 4.233 -2.378 -1.474
H 4.714 -3.534 -2.686
H 5.921 -2.859 -1.549
H 5.897 -1.801 -3.948
H 5.802 -0.698 -2.587
H 3.187 -0.951 -2.891
H 3.605 -1.656 -4.431
H 4.705 0.350 -5.167
H 3.063 0.701 -4.720
H 5.637 1.396 -3.243
H 4.425 2.493 -3.881
H 2.919 1.049 -2.104
H 4.481 1.056 -1.299
H 3.447 3.671 -2.344
H 4.488 3.386 -0.975
H 2.282 2.131 -0.047
H 2.441 3.864 0.112
H 1.289 2.691 -2.401
H 1.026 4.309 -1.714
H -0.782 3.600 -0.504
H 0.159 2.244 0.136
H -0.969 3.223 -3.311
H -1.935 4.035 -6.811
H -2.620 4.425 -5.204
H -0.911 3.938 -5.407
H -4.530 0.765 -6.184
H -4.421 2.370 -6.897
H -4.847 2.205 -5.208
H -1.686 0.022 -6.990
H -1.014 1.548 -7.599
H -0.357 0.806 -6.156
H -3.010 -0.676 -5.137
H -5.192 -0.676 -4.662
H -5.125 -3.019 -3.959
H -4.840 -2.508 -2.267
H -6.312 -2.079 -3.094
H -1.212 0.920 0.804
H -0.077 -0.292 0.080
C 0.753 -1.472 3.047
C 1.677 -0.336 2.626
N 2.551 0.127 3.677
C 3.212 1.381 3.362
C 4.201 1.404 2.189
C 3.375 -0.895 4.303
C 4.316 -1.710 3.405
H 0.177 -1.200 3.931
H 0.053 -1.694 2.238
H 1.297 -2.392 3.258
H 1.049 0.514 2.325
H 2.231 -0.649 1.722
H 3.721 1.735 4.262
H 2.427 2.121 3.164
H 5.140 0.912 2.435
H 4.440 2.439 1.931
H 3.793 0.931 1.294
H 2.712 -1.591 4.822
H 3.955 -0.420 5.097
H 3.825 -2.045 2.490
H 4.648 -2.601 3.939
H 5.209 -1.151 3.129
C -4.216 -1.823 8.431
C -4.374 -2.210 6.968
N -3.732 -1.278 6.058
C -4.114 -1.463 4.672
C -3.701 -2.769 3.977
C -2.322 -1.038 6.306
C -1.382 -2.252 6.318
H -4.563 -0.804 8.602
H -4.810 -2.493 9.053
H -3.182 -1.899 8.768
H -5.440 -2.219 6.730
H -4.019 -3.244 6.834
H -3.731 -0.620 4.089
H -5.204 -1.378 4.617
H -2.637 -2.787 3.739
H -4.240 -2.874 3.033
H -3.933 -3.647 4.579
H -2.229 -0.532 7.270
H -1.968 -0.308 5.572
H -1.796 -3.082 6.891
H -0.433 -1.978 6.783
H -1.157 -2.613 5.316

Summary:
2S+1 = 1
LUMO energy = -4.210 eV
Electronic energy = -9641.8517 Eh
HOMO = -9.56 eV
Net charge = +1

***

Entry 2:
Computed, not measured: 4 unconnected molecules or ions with the total composition C34H68Cl2F6I2N7O6S at a distorted geometry, with wB97M-V/def2-TZVPD.

Atoms and positions in Å:
C -0.050 -1.806 -4.358
C -0.206 -1.676 -2.866
Cl 1.152 -2.125 -1.919
C -1.298 -1.222 -2.249
Cl -1.373 -1.118 -0.537
N -2.436 -0.780 -3.046
C -2.583 0.543 -3.439
N -1.696 1.493 -2.964
C -2.019 2.213 -1.708
C -0.761 2.639 -0.926
F -1.051 2.581 0.437
C -1.081 2.361 -3.981
C 0.452 2.127 -4.059
C 1.198 3.452 -4.253
S 2.800 3.307 -5.099
N -3.586 0.861 -4.317
C -3.476 0.403 -5.720
C -4.848 0.311 -6.426
N -5.912 -0.175 -5.555
C -4.160 2.162 -4.125
I -3.755 3.726 -5.503
C -4.991 2.442 -3.118
C -5.644 3.784 -2.895
I -5.505 1.007 -1.680
C -3.326 -1.854 -3.494
F -4.583 -1.456 -3.557
F -2.950 -2.245 -4.738
C -3.297 -3.158 -2.624
F -4.317 -3.886 -3.019
F -3.448 -2.882 -1.349
F -2.197 -3.854 -2.819
H -0.339 -0.870 -4.846
H 1.007 -1.965 -4.583
H -0.614 -2.652 -4.753
H -2.614 1.594 -1.051
H -2.605 3.109 -1.954
H 0.073 1.958 -1.115
H -0.462 3.663 -1.169
H -1.495 2.188 -4.973
H -1.252 3.406 -3.702
H 0.807 1.575 -3.186
H 0.662 1.494 -4.930
H 1.401 3.914 -3.284
H 0.573 4.121 -4.854
H 2.711 2.049 -5.552
H -2.876 1.117 -6.299
H -2.960 -0.550 -5.765
H -4.727 -0.276 -7.343
H -5.112 1.330 -6.725
H -6.793 0.259 -5.795
H -6.015 -1.179 -5.635
H -6.170 4.106 -3.800
H -6.389 3.722 -2.101
H -4.906 4.533 -2.595
C -0.169 4.699 2.834
O 0.530 5.231 1.722
C 1.406 6.306 2.049
C 2.847 5.909 1.811
N 3.271 4.909 2.783
C 4.575 4.311 2.517
C 4.719 3.445 1.272
O 3.964 2.244 1.321
C 2.642 2.326 0.844
H -0.838 3.926 2.457
H 0.516 4.243 3.556
H -0.765 5.465 3.339
H 1.265 6.620 3.086
H 1.150 7.147 1.399
H 3.485 6.791 1.911
H 2.925 5.551 0.773
H 2.577 4.173 2.820
H 4.830 3.690 3.379
H 5.320 5.112 2.472
H 5.765 3.136 1.206
H 4.497 3.998 0.351
H 2.548 3.063 0.038
H 1.927 2.573 1.634
H 2.379 1.341 0.452
C -1.243 -6.336 0.586
O -0.153 -6.740 -0.218
C 0.641 -5.667 -0.703
C 2.037 -5.716 -0.122
N 2.013 -5.390 1.297
C 3.283 -5.595 1.988
C 3.798 -7.025 2.113
O 2.994 -7.849 2.933
C 1.939 -8.528 2.279
H -1.813 -7.229 0.834
H -0.912 -5.860 1.516
H -1.897 -5.642 0.046
H 0.172 -4.702 -0.482
H 0.702 -5.774 -1.792
H 2.666 -4.985 -0.641
H 2.446 -6.716 -0.322
H 1.304 -5.955 1.748
H 3.169 -5.197 2.999
H 4.049 -4.990 1.493
H 4.775 -6.976 2.599
H 3.958 -7.497 1.135
H 2.198 -8.775 1.245
H 1.011 -7.948 2.287
H 1.757 -9.454 2.822
C 0.849 -1.132 2.683
O 0.339 -1.433 3.964
C 1.326 -1.874 4.891
C 1.502 -0.869 6.004
N 2.101 0.353 5.485
C 2.202 1.450 6.437
C 0.913 2.054 6.970
O 0.153 2.714 5.978
C -0.817 1.917 5.329
H 0.004 -0.882 2.043
H 1.527 -0.271 2.714
H 1.378 -1.989 2.251
H 2.281 -2.044 4.384
H 0.992 -2.828 5.308
H 2.163 -1.295 6.764
H 0.521 -0.696 6.468
H 1.561 0.661 4.684
H 2.767 2.249 5.948
H 2.804 1.119 7.289
H 1.194 2.818 7.699
H 0.293 1.326 7.508
H -1.216 1.143 5.991
H -0.417 1.447 4.424
H -1.635 2.575 5.033

Summary:
2S+1 = 1
LUMO energy = -4.153 eV
Electronic energy = -4683.7232 Eh
HOMO = -9.92 eV
Net charge = +1

***

Entry 3:
Computed, not measured: 6 unconnected molecules or ions with the total composition C34H70N3O16 at a distorted geometry, with wB97M-V/def2-TZVPD.

Atoms and positions in Å:
C -0.933 -4.761 5.776
O -1.174 -5.547 4.601
C -1.337 -4.593 3.514
C -2.262 -5.164 2.389
C -3.067 -4.073 1.587
C -2.475 -2.621 1.670
C -3.033 -1.626 0.586
C -2.115 -0.326 0.650
C -2.844 0.934 1.242
C -1.882 2.176 1.012
C -1.069 2.583 2.289
C 0.320 3.223 1.870
C 1.474 2.158 1.807
C 2.483 2.191 3.024
N 3.848 2.382 2.484
C 3.768 1.998 1.121
N 4.825 1.435 0.500
N 2.460 2.292 0.675
H -0.509 -5.387 6.594
H -1.889 -4.285 6.123
H -0.204 -3.929 5.596
H -1.705 -3.652 3.978
H -0.313 -4.475 3.067
H -1.632 -5.711 1.642
H -3.008 -5.877 2.818
H -4.116 -4.034 1.987
H -3.189 -4.322 0.501
H -1.366 -2.667 1.526
H -2.704 -2.166 2.669
H -4.106 -1.399 0.760
H -2.843 -2.091 -0.415
H -1.249 -0.548 1.333
H -1.710 -0.150 -0.372
H -3.802 1.058 0.675
H -3.129 0.793 2.309
H -1.195 1.868 0.179
H -2.475 3.034 0.616
H -0.892 1.745 3.001
H -1.641 3.390 2.802
H 0.567 3.950 2.690
H 0.233 3.823 0.939
H 0.952 1.173 1.706
H 2.384 1.254 3.615
H 2.282 3.154 3.545
H 4.574 1.747 2.819
H 5.612 1.987 0.176
H 4.859 0.425 0.422
H 2.306 1.682 -0.133
C 1.786 -6.791 6.622
C 2.197 -6.549 5.184
O 3.315 -5.651 5.103
C 4.501 -6.185 5.403
O 4.706 -7.325 5.715
O 5.425 -5.221 5.313
C 6.732 -5.641 5.708
H 1.600 -5.844 7.132
H 0.884 -7.403 6.666
H 2.572 -7.303 7.180
H 1.377 -6.070 4.648
H 2.419 -7.484 4.666
H 7.043 -6.532 5.164
H 6.756 -5.822 6.783
H 7.421 -4.832 5.474
C -6.914 7.151 -1.300
C -7.722 5.991 -0.754
O -6.875 4.998 -0.159
C -6.403 5.300 1.051
O -6.628 6.302 1.672
O -5.612 4.296 1.449
C -4.960 4.538 2.693
H -6.144 6.792 -1.986
H -7.559 7.855 -1.827
H -6.403 7.689 -0.500
H -8.246 5.497 -1.572
H -8.478 6.326 -0.041
H -5.673 4.805 3.473
H -4.214 5.326 2.574
H -4.452 3.620 2.987
C -0.282 -3.510 -2.012
C 1.099 -3.438 -1.390
O 2.082 -3.088 -2.370
C 2.096 -1.799 -2.704
O 1.383 -0.941 -2.243
O 3.016 -1.620 -3.652
C 3.045 -0.292 -4.174
H -0.283 -4.188 -2.868
H -1.015 -3.859 -1.282
H -0.602 -2.533 -2.379
H 1.377 -4.418 -1.004
H 1.128 -2.739 -0.551
H 3.150 0.446 -3.379
H 2.143 -0.101 -4.756
H 3.907 -0.214 -4.834
C -3.724 -1.236 -7.013
C -2.406 -0.595 -7.401
O -2.167 0.605 -6.650
C -1.764 0.423 -5.394
O -1.575 -0.634 -4.852
O -1.619 1.626 -4.828
C -1.283 1.568 -3.444
H -4.540 -0.517 -7.103
H -3.935 -2.095 -7.650
H -3.709 -1.575 -5.976
H -2.440 -0.299 -8.449
H -1.571 -1.289 -7.287
H -0.404 0.945 -3.275
H -2.133 1.193 -2.871
H -1.060 2.581 -3.114
C 4.903 5.324 -6.803
C 5.812 4.282 -6.184
O 5.950 4.481 -4.768
C 4.917 4.086 -4.031
O 3.906 3.577 -4.429
O 5.186 4.369 -2.749
C 4.101 4.090 -1.870
H 5.249 6.330 -6.554
H 4.877 5.216 -7.888
H 3.884 5.235 -6.426
H 6.813 4.375 -6.606
H 5.466 3.268 -6.395
H 3.751 3.062 -1.984
H 3.289 4.795 -2.048
H 4.455 4.223 -0.847

Summary:
2S+1 = 1
LUMO energy = -4.347 eV
Electronic energy = -2705.3542 Eh
HOMO = -11.49 eV
Net charge = +1

***

Entry 4:
Computed, not measured: 5 unconnected molecules or ions with the total composition C34H71BN6O4S at a distorted geometry, with wB97M-V/def2-TZVPD.

Atoms and positions in Å:
C 1.656 2.316 3.389
S 0.785 0.684 3.066
O 1.308 0.005 1.798
O 1.164 -0.212 4.213
C -1.022 1.013 2.886
C -1.430 1.927 1.672
C -0.374 2.586 0.660
B -0.843 2.587 -0.895
O -0.906 3.873 -1.591
O -1.170 1.430 -1.690
C -2.950 2.280 1.407
C -3.992 1.706 2.383
C -3.646 0.778 3.627
N -4.769 0.338 4.412
C -4.257 -0.435 5.495
C -2.771 -0.770 5.808
N -1.708 -0.342 4.965
C -2.152 0.453 3.852
H 1.270 2.687 4.416
H 1.380 3.127 2.636
H 2.785 2.187 3.488
H -0.266 3.694 0.986
H 0.675 2.135 0.711
H -1.712 3.917 -2.151
H -0.517 0.741 -1.411
H -3.320 2.958 0.573
H -5.096 1.989 2.208
H -5.039 -0.836 6.244
H -2.514 -1.389 6.742
C 3.860 4.804 -6.508
C 3.921 4.458 -5.025
N 3.171 5.375 -4.170
C 3.463 5.203 -2.748
C 3.071 3.876 -2.100
C 1.761 5.557 -4.499
C 0.870 4.316 -4.513
H 4.190 5.831 -6.690
H 4.516 4.136 -7.073
H 2.851 4.686 -6.914
H 4.977 4.493 -4.737
H 3.596 3.418 -4.890
H 3.000 6.021 -2.184
H 4.541 5.343 -2.606
H 1.995 3.811 -1.934
H 3.548 3.793 -1.118
H 3.389 3.013 -2.689
H 1.698 6.030 -5.486
H 1.323 6.298 -3.822
H 1.338 3.468 -5.019
H -0.059 4.538 -5.047
H 0.591 4.009 -3.506
C -5.406 -3.512 3.097
C -4.499 -4.537 3.767
N -4.857 -4.825 5.153
C -3.832 -5.583 5.866
C -3.538 -7.001 5.381
C -6.230 -5.259 5.388
C -6.713 -6.511 4.657
H -5.443 -2.581 3.670
H -5.025 -3.276 2.099
H -6.426 -3.887 2.973
H -3.485 -4.126 3.744
H -4.480 -5.448 3.154
H -4.086 -5.621 6.932
H -2.898 -5.011 5.824
H -4.324 -7.699 5.673
H -2.611 -7.361 5.837
H -3.407 -7.054 4.298
H -6.901 -4.433 5.124
H -6.389 -5.396 6.463
H -6.417 -6.524 3.606
H -7.806 -6.553 4.686
H -6.348 -7.422 5.132
C 5.629 9.405 -4.732
C 6.268 8.025 -4.634
N 7.690 8.006 -4.959
C 8.221 6.656 -5.135
C 8.228 5.733 -3.917
C 8.538 8.916 -4.197
C 8.547 8.772 -2.675
H 5.787 9.846 -5.720
H 4.551 9.327 -4.567
H 6.023 10.092 -3.977
H 5.736 7.381 -5.342
H 6.074 7.615 -3.634
H 9.240 6.717 -5.536
H 7.641 6.166 -5.926
H 9.017 6.000 -3.213
H 8.426 4.705 -4.237
H 7.272 5.730 -3.389
H 8.242 9.943 -4.438
H 9.569 8.845 -4.563
H 7.545 8.647 -2.259
H 8.974 9.674 -2.225
H 9.165 7.934 -2.351
C -5.762 -7.898 0.579
C -4.239 -7.838 0.545
N -3.587 -8.860 1.359
C -2.156 -8.623 1.541
C -1.267 -8.682 0.300
C -3.961 -10.243 1.080
C -3.743 -10.765 -0.340
H -6.139 -7.846 1.605
H -6.178 -7.051 0.026
H -6.146 -8.809 0.113
H -3.952 -6.852 0.924
H -3.907 -7.879 -0.501
H -1.764 -9.324 2.288
H -2.032 -7.634 1.998
H -1.102 -9.708 -0.030
H -0.283 -8.263 0.533
H -1.674 -8.107 -0.534
H -5.021 -10.367 1.326
H -3.446 -10.907 1.782
H -4.068 -10.055 -1.104
H -4.320 -11.683 -0.485
H -2.697 -11.016 -0.522

Summary:
Energy relative to the best compared isomer or geometry (same formula, charge and spin) = 6.736 eV
2S+1 = 1
LUMO energy = -1.410 eV
SMILES = CS(=O)(=O)c1c(CB(O)O)ccc2nccnc12.CCN(CC)CC.CCN(CC)CC.CCN(CC)CC.CCN(CC)CC
Electronic energy = -2390.4000 Eh
HOMO = -8.03 eV
Net charge = 0

***

What are the gap between HOMO and LUMO values for these records? In order: 5.349, 5.771, 7.144, 6.622 eV.